[1]
Density functional theory data (ωB97M-V/def2-TZVPD) for a molecular structure, C22H50Al2BrCl6F2N7O8S4 in a non-equilibrium geometry.

Values from the calculation:
- HOMO: -12.052 eV
- Charge: +2
- Gap between HOMO and LUMO: 2.34 eV

XYZ file:
```
102
Properties=species:S:1:pos:R:3:forces:R:3:lowdin_charge:R:1
C 2.8051 0.1010 3.2822 0.791 1.815 -0.977 -0.14
C 3.7472 -0.9237 2.7315 -3.574 -1.332 -0.617 -0.21
C 3.3009 -1.5126 1.3314 0.836 -0.723 0.588 -0.26
O 2.1251 -0.9338 0.8704 -0.340 1.376 0.873 -0.20
N 1.0025 -1.7065 0.6240 -0.057 -1.650 0.174 -0.41
S 0.2445 -2.5405 1.8663 0.114 -0.816 -0.006 0.88
C 0.4149 -1.3678 -0.6505 -1.088 1.222 -1.255 -0.39
C -0.4892 -2.4544 -1.2756 -0.128 -1.422 0.401 -0.09
C 0.1055 -3.8145 -1.7382 -0.159 0.275 0.137 -0.22
C 0.9232 -4.6477 -0.7546 0.646 -0.263 -1.278 -0.37
Cl -0.2151 -5.7224 0.2616 2.979 3.788 2.296 0.37
O 1.4428 -0.8657 -1.4554 -0.523 -0.773 -0.942 -0.09
C 2.4117 -1.7448 -1.9830 1.945 -0.288 0.797 -0.22
C 3.7471 -0.9679 -2.0775 -0.622 -0.306 -0.315 -0.03
C -0.4850 -0.0027 -0.5447 1.715 0.997 0.304 -0.29
C -0.7601 0.5328 -2.0004 -0.362 0.264 -0.252 -0.01
C -0.0559 1.8367 -2.5249 -0.506 0.617 -1.356 -0.59
N -0.6105 1.9774 -3.9101 0.348 -1.581 0.468 0.14
N -0.4380 3.0772 -1.8833 0.728 -0.410 0.371 0.13
N 1.3654 1.7730 -2.7120 -0.202 0.622 0.345 0.13
N -1.6259 -0.2561 0.2824 0.279 -1.119 -1.389 0.18
C -2.8296 -0.1179 -0.0536 -2.010 0.045 -0.055 -0.29
C -3.5325 1.2178 -0.4461 0.099 -0.253 -0.981 -0.19
C -3.8239 -1.2888 0.0052 0.442 0.813 2.076 0.01
O 0.4978 0.8410 0.1059 -0.965 0.505 0.305 -0.09
C 0.2208 1.3534 1.3878 0.456 2.059 1.613 -0.44
N 0.0336 0.4300 2.4682 -0.062 -0.770 -0.743 0.05
C -0.7829 2.5891 1.4196 0.356 -0.898 0.047 -0.19
C -1.7927 2.5206 2.5678 -0.631 2.046 -0.923 -0.68
C -2.8821 3.6159 2.3028 0.050 -0.491 -0.001 -0.11
Cl -0.9410 3.0299 4.0774 -0.045 -0.642 0.105 0.67
H 1.8883 -0.4246 3.6121 0.266 -0.079 -0.057 0.09
H 3.2629 0.6431 4.1176 -0.292 -0.289 0.194 0.11
H 2.5104 0.8931 2.4853 0.013 -2.486 2.549 -0.03
H 4.9251 -0.3751 2.7574 0.516 0.134 -0.799 -0.04
H 3.8079 -1.7676 3.4412 1.323 0.409 -0.012 0.15
H 4.0689 -1.2627 0.6118 -0.134 -0.229 -0.134 0.02
H 3.3103 -2.6104 1.3967 -0.489 0.181 0.062 0.14
H -0.9292 -1.9492 2.2248 0.517 0.469 -0.235 -0.12
H -1.2955 -2.7316 -0.5802 0.330 0.406 0.188 0.10
H -1.0418 -2.0964 -2.1535 0.445 0.408 0.233 0.13
H 0.7153 -3.6886 -2.6418 0.026 -0.043 0.307 0.11
H -0.7401 -4.4362 -2.0637 0.195 0.180 -0.012 0.09
H 1.6315 -4.1133 -0.1237 -0.614 -0.064 0.432 0.05
H 1.5083 -5.3749 -1.3314 -0.298 -0.052 0.280 0.10
H 2.6116 -2.5770 -1.2829 -0.365 0.112 -0.161 0.11
H 2.2082 -2.1819 -2.9703 -0.492 0.295 0.189 0.13
H 4.5735 -1.6605 -2.2752 -0.186 0.116 -0.096 0.09
H 3.6641 -0.2740 -2.9208 0.339 0.129 0.332 0.08
H 3.9620 -0.4503 -1.1348 -0.174 0.100 -0.418 0.05
H -1.8245 0.7442 -2.1878 0.241 -0.214 0.443 0.11
H -0.5291 -0.2192 -2.7649 0.199 -0.098 0.538 0.12
H 0.1473 1.8759 -4.5785 -0.076 0.523 -0.054 0.08
H -1.2524 1.2164 -4.1228 -0.291 0.368 -0.200 0.09
H -1.4202 3.1300 -1.6577 0.042 0.169 -0.134 0.06
H 0.1571 3.3436 -1.1134 -0.111 0.004 0.166 0.02
H 1.6641 0.9342 -3.1840 -0.012 -0.077 0.260 0.08
H 1.8984 1.9559 -1.8758 0.067 -0.265 0.016 0.03
H -4.4102 1.0040 -1.1247 0.484 -0.264 0.428 -0.02
H -2.8654 1.8882 -0.9923 0.118 -0.062 0.611 -0.02
H -3.9608 1.7069 0.4378 0.329 -0.217 -0.005 0.09
H -4.8156 -0.9198 0.2926 0.057 -0.164 -0.524 0.09
H -3.4939 -1.9075 0.8537 -0.049 -0.287 -0.526 0.09
H -3.8300 -1.8517 -0.9316 0.031 0.226 0.061 0.10
H 1.2144 1.8124 1.7230 -1.389 -0.542 -0.472 0.01
H 0.3350 0.8084 3.3588 -0.462 -0.004 0.037 0.04
H -0.8979 0.0455 2.5058 -0.065 0.265 0.303 0.05
H -1.2582 2.7058 0.4436 -0.182 -0.228 0.274 0.08
H -0.2245 3.5277 1.5828 -0.081 -0.322 -0.215 0.08
H -2.2859 1.5554 2.6827 0.358 0.034 0.276 0.09
H -2.6683 4.5401 2.8432 -0.002 -0.206 -0.037 0.07
H -3.8601 3.2416 2.6235 0.102 0.248 -0.064 0.08
H -2.9132 3.8754 1.2360 -0.168 -0.159 0.230 0.07
Cl 3.4777 1.7374 1.1013 12.538 -12.611 2.835 0.70
Al -0.3557 -7.8016 1.2441 -0.046 -1.451 0.652 0.63
Br -4.8315 2.9203 -2.0980 -0.100 0.351 -0.426 0.39
C 1.8344 -1.1278 7.6533 0.085 -0.073 -0.089 -0.26
S 0.5684 0.0782 7.2386 -0.101 0.026 0.076 0.84
O 0.4822 0.1356 5.7427 0.281 -0.060 -0.172 -0.59
C 1.4903 1.5214 7.7769 0.063 0.085 -0.081 -0.26
H 1.4758 -2.1127 7.3595 -0.075 0.041 0.014 0.05
H 2.7556 -0.8988 7.1163 -0.020 0.071 -0.001 0.05
H 2.0110 -1.1132 8.7283 -0.041 0.017 0.001 0.06
H 2.4323 1.5837 7.2313 -0.009 -0.053 -0.014 0.06
H 1.6776 1.4514 8.8480 -0.045 -0.025 -0.001 0.06
H 0.8896 2.4052 7.5709 -0.061 -0.052 -0.002 0.05
N -2.4553 4.4398 -7.3796 0.647 -0.277 0.047 -0.21
S -1.5330 4.2617 -6.1181 -0.411 -0.495 2.831 0.50
O -1.1423 5.4446 -5.4386 0.224 0.461 -0.473 -0.22
O -0.5686 3.1988 -6.1650 -0.126 -0.009 -1.024 -0.23
F -2.6102 3.6718 -5.1164 -0.395 -0.077 -0.668 -0.20
S -1.6905 5.1143 -8.6123 0.920 2.032 -2.170 0.49
O -2.5830 5.5715 -9.6093 -0.953 -0.539 0.320 -0.22
O -0.5045 4.4642 -9.0467 -0.032 -0.810 0.645 -0.23
F -1.1581 6.4629 -7.9901 -0.109 -0.236 0.373 -0.16
C -2.8910 -7.3901 -2.3552 -0.388 -0.766 -0.053 -0.91
Cl -1.6464 -6.9339 -1.1336 -2.700 -1.474 -3.049 0.41
Cl -4.3272 -8.0535 -1.5855 0.098 0.070 -0.044 0.56
H -3.1627 -6.4969 -2.9081 0.125 0.116 0.185 0.04
H -2.4740 -8.1332 -3.0276 0.073 -0.001 0.099 0.04
Al 2.4548 2.9908 0.6972 -11.264 14.676 -5.062 0.15
Cl 5.7131 0.0045 1.4824 1.243 -0.071 1.182 0.51
```
Forces are in eV/Å.

[2]
Density functional theory data (ωB97M-V/def2-TZVPD) for 3 unconnected molecules or ions with the total composition C3H10NO4 in a non-equilibrium geometry.

Values from the calculation:
- HOMO: -4.416 eV
- Charge: -1
- Gap between HOMO and LUMO: 8.37 eV

XYZ file:
```
18
Properties=species:S:1:pos:R:3:forces:R:3:lowdin_charge:R:1
O -1.1091 1.1439 -0.0849 0.039 0.473 0.767 -0.07
C 0.0676 0.7832 0.1397 0.185 -1.083 -1.827 -0.65
O 0.9189 1.1830 0.9492 -0.219 0.203 0.313 -0.05
C 0.5178 -0.3533 -0.8943 0.835 -0.405 2.341 -0.35
C -0.4155 -1.5605 -0.7293 -2.043 0.615 -1.796 -0.08
N 1.8826 -0.8693 -0.7092 0.496 0.381 -1.098 0.00
H 0.5067 0.1280 -1.8710 -0.433 -0.311 -0.144 0.13
H -1.3756 -1.2750 -0.2861 0.247 0.278 0.173 0.06
H -0.7461 -1.8379 -1.7480 0.300 -0.470 0.327 0.07
H -0.1177 -2.4578 -0.2067 0.911 0.054 0.118 0.06
H 2.5631 -0.1298 -0.8774 -0.223 -0.146 0.291 0.06
H 2.0536 -1.2309 0.2131 -0.222 0.152 0.381 0.05
H 2.4921 1.1144 3.1989 -0.484 -0.095 0.176 0.02
H 1.2565 0.4891 2.6153 -0.009 0.613 0.273 -0.01
O 1.6467 0.7319 3.4858 0.555 -0.360 -0.210 -0.12
H -4.0575 1.6305 -0.7679 -0.114 0.090 0.086 0.01
H -2.6479 1.0966 -0.9636 0.154 0.369 -0.246 -0.01
O -3.4362 1.4141 -1.4638 0.025 -0.358 0.075 -0.11
```
Forces are in eV/Å.

[3]
Density functional theory data (ωB97M-V/def2-TZVPD) for C2H4N2O2S in the gas phase in a non-equilibrium geometry.

Values from the calculation:
- HOMO (alpha / beta): -6.841 / -9.785 eV
- <S²>: 2.026
- Gap between HOMO and LUMO (alpha / beta): 7.29 / 6.20 eV
- Multiplicity: 3

XYZ file:
```
11
Properties=species:S:1:pos:R:3:forces:R:3:lowdin_charge:R:1
C -0.3369 -0.9202 0.2592 1.681 -1.410 1.626 -0.27
C 1.4226 -0.7337 -1.4835 0.215 -0.226 -3.712 -0.06
N 0.7854 -0.7076 -0.3667 -3.102 1.233 0.199 0.10
N -1.3092 -0.1969 0.6451 -0.440 2.786 -1.475 0.03
O -0.6990 2.0800 2.1532 -0.421 -0.375 0.526 -0.45
O -0.0750 2.1066 -0.1580 -0.029 0.028 -0.706 -0.46
S -1.1479 1.9779 0.7889 0.518 1.025 -0.149 0.78
H -0.3557 -1.8713 0.7197 0.250 -1.744 0.968 0.12
H 2.4462 -0.7382 -1.5058 2.530 -0.532 0.353 0.02
H 1.0473 -0.5835 -2.5385 -0.478 0.578 1.617 0.10
H -1.7778 -0.4130 1.4863 -0.722 -1.364 0.754 0.07
```
Forces are in eV/Å.